#i
A single C22H22FN3O5S molecule, computed with wB97M-V/def2-TZVPD.

structure (SMILES): O=C(CN(Cc1ccccc1)C(=O)CNS(=O)(=O)c1ccc(F)cc1)NCc1ccco1
HOMO level: -8.4628 eV
HOMO-LUMO gap: 8.8468 eV

Atoms and positions in Å:
S: -0.33 2.05 0.54
F: 5.20 2.94 -1.16
O: 1.38 -0.18 0.69
O: -5.86 -0.18 -0.64
O: -3.27 -3.29 -0.45
O: -0.99 1.16 -0.38
O: -0.93 3.34 0.73
N: -2.53 -1.19 -0.86
N: -0.06 -1.87 0.31
N: -0.33 1.30 2.05
C: -4.56 0.15 -0.82
C: 3.28 -2.11 -0.93
C: 1.77 1.83 -1.20
C: 1.36 2.33 0.02
C: 0.32 -0.75 0.94
C: 2.21 3.05 0.84
C: -0.61 -0.12 1.98
C: -2.46 -2.40 -0.29
C: 3.60 -4.00 1.06
C: 4.55 -2.46 -0.51
C: -3.70 -0.78 -1.62
C: 3.51 3.26 0.44
C: 2.16 -2.70 -0.36
C: -5.48 1.73 0.45
C: 3.93 2.74 -0.77
C: 0.77 -2.31 -0.81
C: 2.33 -3.65 0.64
C: -4.27 1.31 -0.17
C: 3.08 2.04 -1.61
C: -1.23 -2.64 0.62
C: 4.71 -3.41 0.49
C: -6.41 0.79 0.12
H: 0.27 -3.15 -1.28
H: 3.45 1.66 -2.55
H: -7.45 0.69 0.36
H: 0.84 -1.49 -1.53
H: -3.32 1.81 -0.13
H: 5.70 -3.68 0.82
H: -5.63 2.61 1.04
H: -1.87 -0.46 -0.65
H: 0.54 1.49 2.52
H: 3.72 -4.74 1.84
H: -3.36 -0.29 -2.54
H: 1.07 1.29 -1.81
H: -1.66 -0.22 1.69
H: -0.99 -3.71 0.55
H: 1.84 3.45 1.77
H: -4.27 -1.68 -1.86
H: 4.21 3.81 1.05
H: 3.15 -1.36 -1.70
H: 5.41 -1.99 -0.96
H: -1.55 -2.46 1.65
H: -0.46 -0.57 2.97
H: 1.46 -4.11 1.10

#ii
A single C22H22FN3O5S molecule, computed with wB97M-V/def2-TZVPD.

structure (SMILES): N#CCCN(C(=O)COC(=O)c1cccc(S(=O)(=O)N2CCCC2)c1)c1ccc(F)cc1
HOMO level: -9.1101 eV
HOMO-LUMO gap: 8.9207 eV

Atoms and positions in Å:
S: 2.24 0.14 -1.23
F: -1.31 -3.12 2.72
O: 1.46 1.22 -0.67
O: -2.73 -0.37 -1.85
O: -3.49 -2.41 -1.30
O: -4.22 2.61 -1.26
O: 2.82 0.33 -2.52
N: 3.41 -0.39 -0.16
N: -2.85 1.51 0.15
N: -0.24 5.49 0.67
C: 5.17 1.08 0.40
C: -0.68 4.54 0.22
C: 1.13 -1.28 -1.28
C: -3.73 1.57 -0.88
C: -0.72 -1.07 1.73
C: 0.60 -3.59 -0.97
C: -1.11 0.08 1.07
C: -2.45 0.33 0.81
C: 1.54 -2.57 -0.99
C: -2.31 2.77 0.63
C: -0.19 -1.00 -1.55
C: -1.24 3.33 -0.32
C: 4.79 -0.08 -0.51
C: 4.48 0.68 1.71
C: -0.74 -3.31 -1.19
C: -3.41 -0.58 1.26
C: -1.14 -2.01 -1.49
C: -3.99 0.26 -1.65
C: 3.20 -0.03 1.24
C: -2.58 -1.66 -1.55
C: -1.69 -1.98 2.11
C: -3.03 -1.74 1.90
H: -4.67 -0.42 -1.14
H: 5.41 -0.96 -0.31
H: -1.89 2.61 1.63
H: -1.69 3.56 -1.29
H: -4.42 0.53 -2.62
H: -1.48 -4.09 -1.13
H: -4.46 -0.36 1.12
H: 4.84 0.16 -1.58
H: -0.35 0.78 0.75
H: 3.00 -0.94 1.82
H: 4.26 1.53 2.35
H: 0.32 -1.28 1.92
H: -3.13 3.49 0.70
H: 5.11 -0.02 2.26
H: 0.91 -4.60 -0.75
H: -0.42 2.62 -0.48
H: -3.77 -2.46 2.24
H: 4.74 2.00 0.02
H: 2.58 -2.75 -0.78
H: 2.33 0.63 1.29
H: 6.24 1.20 0.51
H: -0.47 0.02 -1.78

Energy ordering: #ii at the bottom, the next structure 0.356 eV above.

#i
2 unconnected molecules or ions with the total composition CH5NO2S, computed with wB97M-V/def2-TZVPD.

HOMO level (alpha / beta): -9.0138 / -9.0129 eV
HOMO-LUMO gap (alpha / beta): 7.0173 / 7.0165 eV

Atoms and positions in Å:
S: 0.00 -1.76 -0.33
O: 0.00 -2.89 0.56
O: 1.43 -0.88 -0.25
N: -0.17 1.54 -0.74
C: -1.02 -0.65 0.55
H: 1.94 -0.61 -0.96
H: -0.99 -0.38 1.68
H: -2.03 -0.33 0.23
H: -0.54 1.96 0.06
H: 0.85 1.61 -0.56

#ii
2 unconnected molecules or ions with the total composition CH5NO2S, computed with wB97M-V/def2-TZVPD.

HOMO level (alpha / beta): -10.8774 / -8.1588 eV
HOMO-LUMO gap (alpha / beta): 10.5136 / 7.4630 eV

Atoms and positions in Å:
S: -0.30 -1.31 0.56
O: -1.42 -0.29 0.01
O: -0.57 -2.58 -0.03
N: 2.17 -0.12 -0.75
C: -1.28 1.09 0.30
H: 2.40 -0.95 -1.29
H: 2.75 -0.15 0.09
H: -0.87 1.60 -0.57
H: -0.61 1.24 1.15
H: -2.27 1.48 0.54

Energy ordering: #ii at the bottom, the next structure 2.611 eV above.

#i
A gas-phase ion, C2H6ClNO2P (charge -1), computed with wB97M-V/def2-TZVPD.

structure (SMILES): CN(C)[P@@](=O)([O-])Cl
HOMO level: -5.0166 eV
HOMO-LUMO gap: 8.8273 eV
charge: -1

Atoms and positions in Å:
Cl: -2.80 -1.11 0.95
P: -2.35 0.45 -0.37
O: -2.74 -0.04 -1.68
O: -3.06 1.76 0.28
N: -0.61 0.44 -0.25
C: -0.10 0.37 1.06
C: -0.10 -0.49 -1.25
H: 0.10 -0.63 1.46
H: -0.37 -1.54 -1.18
H: -0.80 0.92 1.64
H: 0.87 -0.03 -1.43
H: 0.75 1.09 1.09
H: -0.58 -0.15 -2.21

#ii
2 unconnected molecules or ions with the total composition C2H6ClNO2P, computed with wB97M-V/def2-TZVPD.

HOMO level: -5.5425 eV
HOMO-LUMO gap: 9.2975 eV
charge: -1

Atoms and positions in Å:
Cl: 3.65 -0.82 1.55
P: 1.68 -0.31 1.42
O: 1.70 1.18 1.38
O: 1.03 -1.06 2.51
N: -1.75 -0.29 -0.84
C: -1.09 -0.51 0.23
C: -1.32 0.71 -1.81
H: -0.10 -0.20 0.47
H: -1.84 1.72 -1.47
H: -0.31 1.05 -1.71
H: -1.53 -1.10 1.01
H: 1.44 -0.91 0.10
H: -1.56 0.55 -2.85

Energy ordering: #i at the bottom, the next structure 1.006 eV above.